Entry 1:
{
  "formula": "C35H35CoIN3OP",
  "method": "ωB97M-V/def2-TZVPD",
  "e_homo_ev": [-16.25, -16.48],
  "spin_multiplicity": 5,
  "energy_ha": -3615.1168,
  "total_charge": 3,
  "s_squared": 6.03,
  "symbols": ["Co", "C", "C", "C", "C", "C", "O", "C", "N", "C", "C", "C", "C", "C", "C", "P", "C", "C", "C", "C", "C", "C", "C", "C", "C", "C", "C", "C", "H", "H", "H", "H", "H", "H", "H", "H", "H", "H", "H", "H", "H", "H", "H", "H", "H", "H", "H", "H", "H", "H", "H", "H", "N", "C", "C", "C", "C", "C", "C", "H", "H", "H", "H", "H", "H", "H", "I", "C", "C", "C", "C", "C", "N", "H", "H", "H", "H"],
  "coordinates": [[0.139, 0.803, -0.651], [2.270, 1.331, -3.371], [1.766, -0.106, -3.452], [2.244, -0.821, -4.715], [2.127, -0.951, -2.202], [3.626, -1.233, -1.981], [3.797, -1.064, -0.578], [2.702, -0.573, -0.058], [1.712, -0.393, -0.905], [2.732, -0.350, 1.387], [3.983, -0.419, 2.021], [4.102, -0.260, 3.390], [2.976, -0.031, 4.165], [1.737, 0.069, 3.551], [1.595, -0.082, 2.177], [-0.100, -0.016, 1.491], [-0.648, -1.690, 1.970], [-0.782, -2.704, 1.027], [-1.183, -3.966, 1.435], [-1.412, -4.226, 2.782], [-1.277, -3.213, 3.723], [-0.886, -1.948, 3.325], [-1.064, 1.096, 2.545], [-0.531, 2.285, 3.048], [-1.316, 3.111, 3.830], [-2.649, 2.794, 4.062], [-3.193, 1.634, 3.525], [-2.414, 0.789, 2.760], [1.869, 1.914, -4.197], [3.351, 1.388, -3.426], [1.940, 1.798, -2.439], [0.671, -0.063, -3.487], [3.326, -0.907, -4.738], [1.939, -0.263, -5.598], [1.818, -1.820, -4.786], [1.582, -1.903, -2.303], [4.291, -0.525, -2.489], [3.918, -2.253, -2.243], [4.871, -0.575, 1.428], [5.072, -0.314, 3.857], [3.053, 0.080, 5.237], [0.867, 0.273, 4.157], [-0.579, -2.498, -0.015], [-1.321, -4.749, 0.704], [-1.688, -5.221, 3.098], [-1.476, -3.410, 4.767], [-0.764, -1.174, 4.068], [0.502, 2.545, 2.857], [-0.886, 4.005, 4.253], [-3.262, 3.449, 4.659], [-4.229, 1.397, 3.704], [-2.833, -0.126, 2.362], [-1.571, -0.011, -1.969], [-2.101, -1.326, -2.043], [-1.705, -2.207, -3.058], [-2.337, -3.426, -3.196], [-3.347, -3.798, -2.308], [-3.723, -2.937, -1.277], [-3.101, -1.714, -1.138], [-2.306, 0.609, -1.626], [-1.262, 0.288, -2.897], [-0.943, -1.911, -3.761], [-2.061, -4.093, -3.998], [-3.840, -4.752, -2.418], [-4.508, -3.226, -0.595], [-3.400, -1.023, -0.362], [2.221, 2.975, 0.348], [0.504, 3.771, -0.606], [0.397, 5.136, -0.804], [-0.749, 5.619, -1.422], [-1.732, 4.712, -1.796], [-1.519, 3.363, -1.568], [-0.418, 2.875, -0.981], [1.197, 5.800, -0.508], [-0.871, 6.677, -1.602], [-2.643, 5.039, -2.274], [-2.267, 2.647, -1.876]]
}

---

Entry 2:
{
  "formula": "C35H35CoN4O3PS2",
  "method": "ωB97M-V/def2-TZVPD",
  "e_homo_ev": [-7.48, -7.56],
  "spin_multiplicity": 4,
  "de_lowest_kcal_mol": 0.0,
  "energy_ha": -4320.1050,
  "s_squared": 3.76,
  "symbols": ["Co", "C", "O", "C", "C", "C", "C", "C", "C", "N", "N", "C", "C", "O", "C", "C", "C", "C", "C", "C", "C", "C", "H", "H", "H", "H", "H", "H", "H", "H", "H", "H", "H", "H", "H", "C", "N", "C", "C", "C", "N", "C", "C", "O", "H", "H", "H", "H", "H", "H", "H", "H", "H", "H", "H", "H", "S", "P", "S", "C", "C", "C", "C", "C", "C", "C", "C", "C", "C", "C", "C", "H", "H", "H", "H", "H", "H", "H", "H", "H", "H"],
  "coordinates": [[-0.115, 0.698, -0.805], [-3.586, 0.390, -1.223], [-2.448, 1.213, -0.974], [-2.658, 2.465, -0.489], [-3.887, 2.936, -0.057], [-3.989, 4.230, 0.440], [-2.872, 5.046, 0.510], [-1.644, 4.571, 0.073], [-1.528, 3.289, -0.440], [-0.305, 2.725, -0.885], [0.579, 3.588, -1.166], [1.842, 3.271, -1.527], [2.412, 1.964, -1.517], [1.780, 0.893, -1.222], [3.808, 1.834, -1.849], [4.564, 2.902, -2.173], [4.021, 4.227, -2.213], [4.823, 5.326, -2.569], [4.299, 6.592, -2.616], [2.945, 6.784, -2.308], [2.145, 5.722, -1.960], [2.664, 4.416, -1.895], [-4.266, 0.898, -1.909], [-4.093, 0.137, -0.290], [-3.200, -0.518, -1.673], [-4.763, 2.305, -0.103], [-4.950, 4.593, 0.780], [-2.951, 6.047, 0.911], [-0.756, 5.186, 0.131], [4.212, 0.830, -1.826], [5.611, 2.770, -2.419], [5.865, 5.151, -2.810], [4.920, 7.434, -2.892], [2.521, 7.779, -2.351], [1.099, 5.881, -1.738], [-2.561, 0.786, 2.781], [-1.379, 0.018, 3.128], [-1.338, -0.622, 4.430], [-0.481, -1.869, 4.359], [0.873, -1.499, 3.796], [0.719, -0.812, 2.523], [1.905, -0.737, 1.687], [-0.368, -0.064, 2.233], [-0.459, 0.594, 1.172], [-3.436, 0.291, 3.202], [-2.664, 0.830, 1.702], [-2.511, 1.807, 3.171], [-2.362, -0.878, 4.706], [-0.957, 0.070, 5.192], [-0.963, -2.593, 3.700], [-0.369, -2.310, 5.350], [1.470, -2.392, 3.611], [1.427, -0.869, 4.504], [2.448, -1.677, 1.779], [2.558, 0.086, 1.993], [1.652, -0.603, 0.641], [-2.349, -2.386, 0.759], [-1.029, -2.773, -0.647], [-0.502, -1.320, -1.981], [-1.569, -4.174, -1.686], [-2.575, -5.018, -1.235], [-2.958, -6.116, -1.995], [-2.336, -6.375, -3.204], [-1.324, -5.537, -3.657], [-0.942, -4.440, -2.904], [0.533, -3.415, 0.070], [1.735, -3.324, -0.623], [2.893, -3.880, -0.097], [2.859, -4.531, 1.128], [1.661, -4.626, 1.825], [0.503, -4.069, 1.299], [-3.062, -4.797, -0.293], [-3.749, -6.765, -1.640], [-2.638, -7.228, -3.798], [-0.837, -5.736, -4.603], [-0.162, -3.782, -3.264], [1.766, -2.795, -1.568], [3.823, -3.802, -0.645], [3.762, -4.966, 1.537], [1.626, -5.139, 2.778], [-0.435, -4.138, 1.836]]
}

---

Entry 3:
{
  "formula": "C35H35MnN4O4S2Te",
  "method": "ωB97M-V/def2-TZVPD",
  "e_homo_ev": [-10.64, -10.13],
  "spin_multiplicity": 2,
  "de_lowest_kcal_mol": 0.0,
  "energy_ha": -4089.8990,
  "total_charge": 1,
  "s_squared": 0.77,
  "symbols": ["Mn", "S", "C", "C", "C", "C", "C", "N", "H", "H", "H", "H", "N", "C", "C", "O", "O", "H", "H", "H", "H", "O", "N", "C", "C", "C", "C", "C", "S", "H", "H", "H", "H", "C", "C", "C", "C", "C", "C", "Te", "N", "C", "O", "C", "C", "C", "C", "C", "C", "C", "C", "C", "C", "C", "C", "C", "C", "C", "C", "H", "H", "H", "H", "H", "H", "H", "H", "H", "H", "H", "H", "H", "H", "H", "H", "H", "H", "H", "H", "H", "H", "H"],
  "coordinates": [[0.984, 0.297, 1.488], [3.351, 0.661, 3.855], [3.919, 0.583, 2.172], [5.262, 0.845, 1.950], [5.767, 0.636, 0.679], [4.933, 0.122, -0.299], [3.605, -0.081, 0.011], [3.079, 0.190, 1.215], [5.895, 1.185, 2.760], [6.810, 0.840, 0.467], [5.290, -0.095, -1.297], [2.910, -0.469, -0.722], [-1.036, 0.629, 1.974], [-1.118, 1.853, 2.807], [0.035, 2.793, 2.472], [-0.074, 3.988, 2.668], [1.091, 2.178, 2.021], [-1.514, 0.798, 1.110], [-1.538, -0.133, 2.405], [-1.017, 1.573, 3.856], [-2.069, 2.370, 2.695], [0.879, -1.689, 1.206], [1.641, -2.417, 2.011], [1.966, -3.650, 1.588], [2.741, -4.480, 2.366], [3.186, -4.039, 3.600], [2.837, -2.770, 4.019], [2.063, -1.961, 3.207], [1.563, -0.302, 3.629], [1.576, -3.901, 0.615], [2.987, -5.463, 1.992], [3.793, -4.676, 4.231], [3.160, -2.378, 4.974], [-6.046, -2.207, 1.668], [-4.754, -1.803, 1.013], [-3.751, -2.732, 0.770], [-2.546, -2.384, 0.166], [-1.565, -3.508, -0.086], [-2.340, -1.034, -0.195], [-0.727, -0.704, -1.561], [0.498, 0.609, -0.581], [1.244, 0.963, -1.667], [1.045, 0.388, -2.766], [2.290, 2.033, -1.631], [3.267, 2.007, -2.630], [4.269, 2.962, -2.644], [4.289, 3.962, -1.675], [3.297, 4.010, -0.707], [2.293, 3.050, -0.687], [-1.821, 0.548, -2.857], [-1.533, 1.903, -2.928], [-2.262, 2.713, -3.781], [-3.265, 2.157, -4.565], [-3.539, 0.801, -4.489], [-2.825, -0.037, -3.631], [-3.165, -1.508, -3.570], [-3.325, -0.071, 0.077], [-3.163, 1.409, -0.178], [-4.516, -0.480, 0.665], [-6.208, -3.283, 1.599], [-6.897, -1.702, 1.208], [-6.041, -1.937, 2.728], [-3.912, -3.769, 1.048], [-1.780, -4.335, 0.592], [-0.538, -3.205, 0.079], [-1.647, -3.895, -1.105], [3.229, 1.231, -3.384], [5.029, 2.938, -3.416], [5.069, 4.715, -1.689], [3.287, 4.801, 0.033], [1.530, 3.092, 0.069], [-0.762, 2.341, -2.307], [-2.043, 3.772, -3.835], [-3.835, 2.782, -5.241], [-4.321, 0.374, -5.107], [-3.944, -1.752, -4.290], [-3.534, -1.795, -2.580], [-2.302, -2.138, -3.805], [-2.146, 1.701, -0.432], [-3.460, 1.967, 0.713], [-3.802, 1.742, -1.000], [-5.277, 0.270, 0.867]]
}